This record from OMol25 describes a molecular structure, C16H19CoN3Te4. The level of theory is the ωB97M-V functional and the def2-TZVPD basis.

Structure (XYZ):
```
43
C16H19CoN3Te4 (the ωB97M-V functional and the def2-TZVPD basis)
Co 0.25713 -0.27217 -1.34603
C -0.50263 4.48691 1.66749
C 0.41656 4.06822 0.71446
C 0.30043 2.82890 0.11937
C -0.71382 1.92248 0.49137
C -1.63154 2.35549 1.47739
C -1.49330 3.56389 2.05861
N -0.93369 0.73050 -0.21943
N -2.10112 0.08390 0.09583
C -2.30553 -0.88536 -0.76733
C -3.58867 -1.40603 -1.10138
C -3.72884 -2.41749 -2.01109
C -2.57151 -2.94478 -2.67195
C -1.33529 -2.35270 -2.37045
N -1.23154 -1.31556 -1.53813
H -0.52677 5.48818 2.14774
H 1.17840 4.75774 0.36337
H 0.92379 2.56791 -0.74760
H -2.39361 1.67271 1.83491
H -2.17050 3.90430 2.89890
H -4.41050 -0.96927 -0.56777
H -4.68179 -2.78918 -2.34955
H -2.68452 -3.64446 -3.47924
H -0.43155 -2.61874 -2.92724
Te 0.45905 0.76885 -3.59456
Te 3.28595 1.19808 -4.15291
Te 1.64884 3.42093 -4.12083
Te 2.97155 0.15438 -1.30340
C 1.34511 -0.07807 1.90213
C 1.82699 -1.37498 1.15874
C 0.91075 -2.54529 1.52063
C 3.28756 -1.66190 1.53280
C 1.76257 -1.24927 -0.32131
H 1.75548 0.01323 2.93177
H 0.23653 -0.09112 2.06657
H 1.69011 0.77256 1.32041
H 1.08250 -2.75665 2.55052
H 1.20853 -3.51177 1.11563
H -0.13518 -2.28335 1.38725
H 3.36200 -2.03030 2.58162
H 3.96750 -0.79052 1.40617
H 3.73022 -2.49968 0.92252
H 1.96432 -2.27054 -0.67606
```

## Properties
* orbital gap (alpha / beta): 4.801 / 4.973 eV
* net charge: -1
* highest occupied orbital energy (alpha / beta): -3.2 / -3.7 eV
* <S²>: 6.402
* lowest unoccupied orbital energy (alpha / beta): 1.6 / 1.2 eV
* 2S+1: 5

Mulliken population analysis, charges in e, atoms 1 to 2: Co -1.02; C -0.38


This record from OMol25 describes 2 unconnected molecules or ions with the total composition H4N2O2P. The level of theory is the ωB97M-V functional and the def2-TZVPD basis.

Structure (XYZ):
```
9
H4N2O2P (the ωB97M-V functional and the def2-TZVPD basis)
N 0.11503 0.61999 2.20401
N -0.10602 -0.20084 1.19999
O -0.85178 -1.47635 -0.79343
O 1.18154 0.15784 -1.81254
P -1.25009 -0.18666 -0.10397
H -0.56549 1.38879 2.26829
H 1.57854 0.34447 -0.88220
H 0.25268 -1.13105 1.26340
H 0.32846 -0.19250 -1.49558
```

## Properties
* orbital gap (alpha / beta): 7.553 / 6.503 eV
* net charge: -1
* highest occupied orbital energy (alpha / beta): -2.7 / -1.7 eV
* lowest unoccupied orbital energy (alpha / beta): 4.8 / 4.8 eV

Mulliken population analysis, charges in e, atoms 1 to 2: N -0.91; N 0.26


This record from OMol25 describes 2 unconnected molecules or ions with the total composition C4H12O3. The level of theory is the ωB97M-V functional and the def2-TZVPD basis.

Structure (XYZ):
```
19
C4H12O3 (the ωB97M-V functional and the def2-TZVPD basis)
O -1.47530 1.72016 0.87059
C -1.09028 0.36995 1.16702
C 0.14273 -0.12864 0.36933
C 0.23291 -1.61710 -0.02709
C 0.37044 -2.59621 1.12944
O 1.75183 -2.72231 1.41765
H -2.23020 1.81344 0.18585
H -1.03973 0.38385 2.27164
H -1.96157 -0.27287 0.90941
H 1.01262 0.15045 0.92578
H 0.15235 0.44385 -0.54797
H 1.24474 -1.70752 -0.50684
H -0.55598 -2.02853 -0.75644
H -0.04539 -3.65568 0.75369
H -0.04165 -2.42812 2.09967
H 1.91462 -3.49525 1.91012
O 0.49356 5.27503 -4.47386
H 1.25277 5.48531 -3.96862
H -0.12846 5.01017 -3.72939
```

## Properties
* orbital gap: 10.827 eV
* highest occupied orbital energy: -10.2 eV
* SMILES string: OCCCCO.O
* lowest unoccupied orbital energy: 0.6 eV

Mulliken population analysis, charges in e, atoms 1 to 2: O -0.56; C -0.43


This record from OMol25 describes 6 unconnected molecules or ions with the total composition C12H36O6. The level of theory is the ωB97M-V functional and the def2-TZVPD basis.

Structure (XYZ):
```
54
C12H36O6 (the ωB97M-V functional and the def2-TZVPD basis)
C -9.68807 -13.22743 -7.08791
C -10.76511 -14.23711 -7.40202
O -10.24083 -15.51511 -7.44636
H -8.89491 -13.30117 -7.83193
H -9.23006 -13.38759 -6.11187
H -10.06139 -12.20445 -7.13526
H -11.24861 -14.08438 -8.36691
H -11.32026 -14.27990 -6.46496
H -10.87789 -16.19465 -7.67868
C -11.73325 -19.30241 -0.24619
C -11.52822 -17.81930 -0.00520
O -11.22855 -17.66137 1.35482
H -12.63823 -19.60539 0.28041
H -10.87765 -19.93152 -0.00067
H -12.08584 -19.43361 -1.26921
H -12.34233 -17.30791 -0.51882
H -10.64084 -17.56543 -0.58503
H -10.48710 -17.06576 1.48557
C -6.72281 -21.00039 0.76706
C -7.04953 -20.32317 -0.52518
O -8.12728 -19.42637 -0.44862
H -5.81536 -21.60395 0.74787
H -7.52293 -21.64522 1.13053
H -6.37551 -20.22139 1.44576
H -6.89163 -21.09615 -1.27729
H -6.16826 -19.71037 -0.71474
H -8.04160 -19.03731 0.42482
C -7.92912 -15.68215 -4.02765
C -7.84315 -17.09401 -3.33961
O -8.50168 -17.10480 -2.06709
H -7.13302 -14.99136 -3.74992
H -8.87852 -15.18342 -3.83267
H -7.87039 -15.74718 -5.11413
H -6.84726 -17.45130 -3.07762
H -8.33725 -17.82759 -3.97665
H -8.15922 -17.80451 -1.50609
C -8.01798 -13.42044 -0.20581
C -9.28234 -13.72551 -1.01167
O -9.74613 -15.01364 -0.68825
H -8.26635 -13.25222 0.84210
H -7.52990 -12.48629 -0.48372
H -7.31070 -14.24110 -0.32570
H -9.08349 -13.50395 -2.06023
H -10.06137 -13.03002 -0.69943
H -9.23943 -15.70338 -1.12311
C -3.67461 -13.36321 -6.43900
C -4.44916 -14.56529 -6.75799
O -3.66338 -15.76408 -6.79880
H -2.95366 -13.61458 -5.66109
H -4.29826 -12.55524 -6.05647
H -3.17946 -12.94685 -7.31625
H -5.03317 -14.47678 -7.67407
H -5.27719 -14.62392 -6.05157
H -4.06563 -16.31451 -7.47469
```

## Properties
* orbital gap: 10.294 eV
* highest occupied orbital energy: -9.7 eV
* SMILES string: CCO.CCO.CCO.CCO.CCO.CCO
* lowest unoccupied orbital energy: 0.6 eV

Mulliken population analysis, charges in e, atoms 1 to 2: C -0.89; C -0.14


This record from OMol25 describes 6 unconnected molecules or ions with the total composition C28H60ClFN2O14PS. The level of theory is the ωB97M-V functional and the def2-TZVPD basis.

Structure (XYZ):
```
108
C28H60ClFN2O14PS (the ωB97M-V functional and the def2-TZVPD basis)
C 1.98717 2.90709 4.39288
O 0.78507 2.16806 4.49197
C -0.36259 2.94258 4.22503
C -0.43492 3.38670 2.77044
C -0.40199 2.21061 1.80608
C -0.53745 2.64877 0.33432
C 0.82358 3.29059 -0.06762
C 0.68843 4.82895 -0.07262
C 1.89712 5.65763 0.31556
N 3.21874 5.31282 -0.33706
Cl 3.94504 3.86031 0.34084
P 3.30076 5.33633 -2.30461
N 3.59983 3.74876 -2.69837
O 1.78937 5.51885 -2.78312
S 4.32509 6.65241 0.18209
O 4.00357 7.76191 -0.61426
O 4.31438 6.68117 1.58428
F 5.62464 6.02089 -0.30073
H 1.78347 3.97810 4.43031
H 2.65284 2.66642 5.21147
H 2.50595 2.64431 3.45993
H -1.23836 2.33274 4.43408
H -0.37583 3.82386 4.87447
H -1.38923 3.90663 2.63720
H 0.33766 4.12959 2.55792
H 0.52770 1.65034 1.90164
H -1.21778 1.53958 2.07061
H -0.76015 1.77255 -0.26733
H -1.36319 3.34851 0.21670
H 1.03806 2.96090 -1.08918
H 1.54317 2.92875 0.65460
H -0.07242 5.08528 0.66041
H 0.24987 5.12379 -1.02187
H 2.04356 5.60603 1.39263
H 1.70495 6.71012 0.10186
H 2.99943 3.05816 -2.25061
H 4.58006 3.51944 -2.58347
H 1.31008 4.67467 -2.79310
O -3.09031 0.40479 0.72728
C -3.59368 0.19880 -0.34828
O -3.10692 0.86327 -1.41300
C -3.50824 0.56668 -2.76156
C -4.77445 1.29730 -3.14861
C -4.78364 -0.70958 -0.52135
H -3.59661 -0.50628 -2.91215
H -2.67979 0.90811 -3.38188
H -5.61919 0.98538 -2.53551
H -5.01893 1.10097 -4.19192
H -4.64944 2.37256 -3.01211
H -5.69176 -0.14194 -0.31992
H -4.70227 -1.50945 0.21192
H -4.84736 -1.17956 -1.50377
O 2.25969 3.09271 7.16854
C 1.81224 3.82696 8.00718
O 0.75965 4.60086 7.68242
C 0.03214 5.37434 8.64439
C 0.67226 6.72500 8.88622
C 2.44556 3.96244 9.37096
H -0.10625 4.81004 9.56684
H -0.95629 5.50716 8.20820
H 1.67143 6.62695 9.31068
H 0.06505 7.31537 9.57206
H 0.76902 7.26968 7.94701
H 3.26229 4.68024 9.30742
H 2.84993 2.99395 9.65295
H 1.75787 4.27062 10.15425
O -4.82983 -2.51800 -3.09846
C -3.98418 -3.37166 -3.23117
O -3.53521 -3.66386 -4.44648
C -2.40989 -4.54164 -4.67462
C -2.82241 -5.99421 -4.71253
C -3.48864 -4.15049 -2.03841
H -1.62115 -4.35205 -3.94531
H -2.01840 -4.24309 -5.64503
H -3.23740 -6.31853 -3.75634
H -1.96429 -6.62928 -4.94941
H -3.59317 -6.14848 -5.46896
H -4.16315 -4.98474 -1.85195
H -3.49616 -3.48895 -1.17379
H -2.47244 -4.52100 -2.15215
O 0.51063 -4.74984 -2.10934
C 0.33713 -4.44418 -0.96184
O -0.13175 -3.21312 -0.67798
C -0.56097 -2.80421 0.62732
C 0.59304 -2.31553 1.47643
C 0.70291 -5.37410 0.17146
H -1.12567 -3.59985 1.11511
H -1.25819 -1.98542 0.45224
H 1.32063 -3.10611 1.66129
H 0.22945 -1.95143 2.43724
H 1.11486 -1.50387 0.96870
H 1.76180 -5.25421 0.39608
H 0.52557 -6.39428 -0.15894
H 0.12326 -5.22100 1.07851
O -0.74488 -8.19398 -5.56108
C 0.42811 -8.22394 -5.81916
O 1.12106 -7.07329 -5.77761
C 2.54578 -7.01234 -5.88534
C 3.00336 -6.97968 -7.32868
C 1.11238 -9.49427 -6.26318
H 3.01037 -7.82221 -5.32159
H 2.82448 -6.08519 -5.38777
H 2.72576 -7.88998 -7.86008
H 4.08652 -6.86894 -7.38134
H 2.53972 -6.14332 -7.85139
H 0.96457 -9.61344 -7.33558
H 0.64269 -10.32869 -5.74916
H 2.17604 -9.52918 -6.04132
```

## Properties
* orbital gap: 6.879 eV
* net charge: +1
* highest occupied orbital energy: -11.1 eV
* lowest unoccupied orbital energy: -4.2 eV

Mulliken population analysis, charges in e, atoms 1 to 2: C -0.86; O -0.43


This record from OMol25 describes 2 unconnected molecules or ions with the total composition C9H13ClNO2. The level of theory is the ωB97M-V functional and the def2-TZVPD basis.

Structure (XYZ):
```
26
C9H13ClNO2 (the ωB97M-V functional and the def2-TZVPD basis)
C -3.40202 1.46032 0.50512
C -1.95927 1.32461 0.29809
C -4.26498 0.41842 0.37233
C -2.51009 -1.16116 -0.17521
C -1.51890 -0.10339 0.14905
C -3.85100 -0.87227 -0.10431
C 4.91245 -0.21908 -1.32814
C 3.74104 0.10737 0.64147
C -0.24738 -0.48258 0.34037
N 4.48583 0.62528 -0.27326
O -4.82079 -1.77581 -0.39257
O 0.62816 0.42029 0.93701
Cl 0.24439 -2.15292 0.22658
H -3.78022 2.46942 0.73927
H -1.70900 1.88486 -0.56552
H -5.29372 0.63603 0.52900
H -2.19987 -2.06905 -0.73588
H 6.02664 -0.32736 -1.47471
H 4.55412 -1.16804 -1.17474
H 4.61281 0.13528 -2.28327
H 3.25516 0.75921 1.44358
H 3.62863 -0.90794 0.62383
H -1.30356 1.96780 0.90851
H 4.61638 1.60681 -0.33734
H -4.46862 -2.69662 -0.67502
H 0.62380 0.12053 1.80577
```

## Properties
* orbital gap: 4.811 eV
* net charge: +1
* highest occupied orbital energy: -9.9 eV
* lowest unoccupied orbital energy: -5.1 eV

Mulliken population analysis, charges in e, atoms 1 to 2: C -0.37; C -0.93


DFT total energy for every record listed, in sequence, given in Ha: -3240.1445, -603.7317, -385.2625, -930.1133, -3565.0592, -1015.8077.
Max |F| for every record listed, in sequence, given in eV Å⁻¹: 3.269, 3.014, 3.332, 3.116, 2.529, 4.538.